{
  "formula": "C4H8O",
  "method": "ωB97M-V with the def2-TZVPD basis set",
  "orbital_gap_ha": 0.3996,
  "energy_ha": -232.41672,
  "e_above_lowest_ev": 0.787,
  "smiles": "CCCC=O",
  "total_charge": 0,
  "elements": ["C", "C", "C", "C", "O", "H", "H", "H", "H", "H", "H", "H", "H"],
  "xyz": [[1.06900, -1.20042, 0.63560], [0.51981, -0.30425, -0.51477], [-0.31993, 0.83282, 0.06376], [-1.57551, 1.18982, -0.64103], [-1.94527, 0.49773, -1.55576], [0.26683, -1.73015, 1.18894], [1.64886, -0.64066, 1.38457], [1.71998, -1.96048, 0.19264], [1.33653, 0.10104, -1.10820], [-0.08768, -0.97801, -1.13367], [-0.64860, 0.20358, 0.89176], [0.19303, 1.74050, 0.40834], [-2.19757, 2.04086, -0.25638]]
}